[1]
# C41H35Cl3O25

A cluster of 8 separate species, C41H35Cl3O25 in total in a non-equilibrium geometry (ωB97M-V with the def2-TZVPD basis set, OMol25).

E_tot, a.u.: -4844.729157
M, g mol⁻¹: 1034.06
Orbital gap, eV: 7.57
Strongest force on any atom, eV Å⁻¹: 3.8
LUMO energy, eV: -2.08
SMILES string: O=C1C=C(O)C(=O)C=C1O.O=C1C=C(O)C(=O)C=C1O.O=C1C=C(O)C(=O)C=C1O.O=C1C=C(O)C(=O)C=C1O.O=C1C=C(O)C(=O)C=C1O.O=C1C=C(O)C(=O)C=C1O.ClC(Cl)Cl.CCOCC

ORCA input file:
```
! RIJCOSX wB97M-V def2-TZVPD def2/J DEFGRID3
* xyz 0 1
C 1.90 39.95 -7.81
C 0.69 39.81 -8.32
C 0.27 40.39 -9.58
O -0.73 40.09 -10.22
C 1.33 41.19 -10.22
C 2.52 41.42 -9.65
C 2.96 40.74 -8.40
O 4.15 40.63 -8.01
O 3.51 42.09 -10.25
O -0.25 39.02 -7.79
H 2.03 39.36 -6.92
H 1.07 41.64 -11.17
H 4.24 42.08 -9.63
H -0.87 38.81 -8.48
C -3.86 36.93 -8.25
C -3.69 37.60 -9.37
C -4.69 37.89 -10.46
O -4.44 38.52 -11.51
C -6.05 37.33 -10.12
C -6.20 36.60 -8.99
C -5.17 36.36 -7.91
O -5.45 35.77 -6.91
O -7.41 36.04 -8.71
O -2.49 38.24 -9.59
H -3.09 36.76 -7.51
H -6.91 37.51 -10.75
H -7.28 35.49 -7.93
H -2.64 38.80 -10.36
C -2.88 40.30 -4.96
C -2.14 41.15 -5.68
C -2.69 41.48 -7.05
O -2.26 42.31 -7.78
C -3.98 40.79 -7.39
C -4.61 39.95 -6.59
C -4.24 39.66 -5.21
O -4.90 39.18 -4.33
O -5.67 39.28 -7.02
O -1.05 41.89 -5.21
H -2.42 39.83 -4.10
H -4.32 40.83 -8.42
H -6.18 38.85 -6.33
H -0.96 42.66 -5.77
C -2.14 29.39 -4.94
C -1.52 29.65 -6.15
C -0.75 30.90 -6.37
O -0.20 31.26 -7.40
C -0.74 31.79 -5.17
C -1.33 31.49 -4.02
C -2.14 30.21 -3.77
O -2.78 29.89 -2.79
O -1.32 32.35 -2.92
O -1.64 28.77 -7.21
H -2.69 28.47 -4.84
H -0.28 32.76 -5.29
H -1.75 31.91 -2.19
H -1.16 29.17 -7.94
C -1.40 34.54 -8.19
C -0.18 34.82 -8.73
C 0.52 34.11 -9.83
O 1.65 34.38 -10.19
C -0.25 33.00 -10.31
C -1.43 32.62 -9.81
C -2.14 33.35 -8.71
O -3.34 33.27 -8.55
O -2.07 31.51 -10.30
O 0.52 35.79 -8.06
H -1.75 35.12 -7.35
H 0.14 32.31 -11.04
H -2.97 31.40 -9.99
H 1.29 36.00 -8.59
C 5.85 37.47 -5.66
C 5.12 37.46 -4.51
C 3.65 37.31 -4.45
O 3.04 37.21 -3.43
C 3.12 37.03 -5.78
C 3.80 37.03 -6.92
C 5.30 37.33 -7.00
O 5.97 37.54 -8.02
O 3.15 36.80 -8.12
O 5.69 37.60 -3.31
H 6.88 37.79 -5.56
H 2.11 36.65 -5.75
H 3.71 36.79 -8.90
H 4.94 37.47 -2.73
C -0.85 36.91 -4.95
Cl -0.07 38.26 -4.15
Cl -2.60 36.79 -4.71
Cl -0.01 35.27 -4.62
H -0.66 37.02 -6.02
C 6.59 40.77 -3.06
C 5.36 40.83 -2.16
O 4.35 41.15 -3.10
C 3.01 40.78 -2.59
C 2.08 41.01 -3.72
H 7.47 40.51 -2.47
H 6.48 39.97 -3.79
H 6.66 41.70 -3.63
H 5.14 39.91 -1.63
H 5.30 41.52 -1.31
H 2.94 39.71 -2.41
H 2.75 41.40 -1.73
H 2.00 42.08 -3.92
H 1.12 40.54 -3.48
H 2.49 40.46 -4.57
*
```

=====

[2]
# C41H35ClFMgN6O7

A structure of composition C41H35ClFMgN6O7 in a non-equilibrium geometry (ωB97M-V with the def2-TZVPD basis set, OMol25).

E_tot, a.u.: -3198.880086
M, g mol⁻¹: 802.52
Orbital gap, eV: 1.69
Strongest force on any atom, eV Å⁻¹: 1.1
LUMO energy, eV: -0.64

ORCA input file:
```
! RIJCOSX wB97M-V def2-TZVPD def2/J DEFGRID3
* xyz -1 1
Mg 0.47 -0.60 0.36
C -1.80 -2.52 3.55
C -2.11 -1.48 4.41
C -1.74 -0.19 4.08
C -1.09 0.03 2.87
N -0.77 -0.98 2.06
C -1.11 -2.22 2.39
C -0.69 1.38 2.39
C -0.90 2.54 3.13
C -0.45 3.74 2.62
C 0.19 3.76 1.39
C 0.34 2.56 0.71
N -0.09 1.41 1.20
H -2.07 -3.55 3.79
H -2.63 -1.68 5.34
H -1.96 0.62 4.75
H -0.80 -2.99 1.70
H -1.42 2.51 4.08
H -0.60 4.66 3.17
H 0.56 4.68 0.97
H 0.81 2.51 -0.26
O 7.02 0.44 2.58
C 6.14 0.01 3.35
O 6.20 -0.32 4.55
C 4.72 -0.14 2.71
C 3.67 -0.63 3.48
C 2.42 -0.74 2.91
N 2.16 -0.38 1.65
C 3.16 0.09 0.91
C 4.45 0.23 1.40
C 2.80 0.54 -0.52
O 3.65 1.13 -1.17
O 1.59 0.30 -0.89
H 3.87 -0.91 4.50
H 1.58 -1.13 3.49
H 5.23 0.62 0.77
F -6.00 -0.12 -1.93
C -5.16 -1.17 -2.13
C -3.91 -1.14 -1.57
C -3.06 -2.24 -1.73
C -1.71 -2.14 -1.17
O -1.41 -1.11 -0.59
C -0.86 -3.28 -1.40
C -1.35 -4.35 -2.06
N -2.63 -4.44 -2.56
C -3.08 -5.68 -3.13
C -2.77 -6.96 -2.42
C -4.18 -6.44 -2.44
C -3.49 -3.36 -2.44
C -4.75 -3.34 -3.05
C -5.58 -2.24 -2.92
N -6.83 -2.24 -3.61
C -7.42 -0.96 -3.96
C -8.36 -1.17 -5.13
N -9.41 -2.16 -4.71
C -8.78 -3.46 -4.30
C -7.83 -3.18 -3.16
C 0.56 -3.38 -0.82
O 1.22 -4.37 -1.12
O 0.89 -2.43 -0.04
H -3.56 -0.27 -1.02
H -0.71 -5.21 -2.22
H -3.06 -5.71 -4.21
H -2.23 -6.91 -1.48
H -2.53 -7.82 -3.02
H -4.56 -6.01 -1.52
H -4.92 -6.95 -3.04
H -5.07 -4.16 -3.68
H -6.64 -0.26 -4.24
H -7.98 -0.50 -3.12
H -7.82 -1.59 -5.98
H -8.85 -0.24 -5.43
H -10.10 -2.30 -5.46
H -9.90 -1.77 -3.90
H -8.23 -3.84 -5.16
H -9.57 -4.17 -4.03
H -7.34 -4.11 -2.85
H -8.40 -2.80 -2.29
Cl -4.21 2.78 -0.39
C -3.85 2.77 -2.11
C -4.67 3.50 -2.95
C -4.46 3.51 -4.32
C -3.40 2.72 -4.83
C -2.58 2.01 -4.00
C -2.71 2.01 -2.56
C -1.82 1.37 -1.73
H -5.48 4.07 -2.51
H -5.08 4.10 -4.97
H -3.23 2.69 -5.90
H -1.77 1.41 -4.41
H -1.96 1.40 -0.66
H -0.96 0.85 -2.12
*
```